[1]
This record from OMol25 describes a structure of composition C5H9NO. The level of theory is ωB97M-V/def2-TZVPD.

Summary:
- Total charge: 0
- ΔE to the lowest compared entry with this formula, charge and spin: 4.891 eV
- Spin multiplicity: 1
- HOMO: -0.298 Ha

Last column: Löwdin charge in e.
Positions of all 16 atoms, in Å:
1 H -1.582 -1.258 -1.676  0.0827
2 C -1.521 -0.824 -0.674  -0.0154
3 H -1.557 -1.633 0.066  0.0913
4 H -2.391 -0.181 -0.509  0.0866
5 C 0.156 0.258 1.133  -0.4994
6 H 1.651 -0.295 -1.347  0.1085
7 N 1.023 -0.736 -0.682  0.0216
8 C -0.251 -0.049 -0.516  -0.4640
9 O -0.646 0.163 2.062  -0.0141
10 H 2.377 -0.103 0.917  0.1163
11 H 0.559 1.448 0.896  0.1796
12 C 1.407 -0.566 0.717  -0.1095
13 H 0.630 1.926 -0.946  0.1066
14 H 1.343 -1.514 1.260  0.1247
15 H -1.050 1.925 -0.160  0.1229
16 C -0.158 1.371 -0.435  0.0615



[2]
This record from OMol25 describes a cluster of 2 separate species, C5H8N in total in a non-equilibrium geometry. The level of theory is ωB97M-V/def2-TZVPD.

Summary:
- Total charge: +1
- ΔE to the lowest compared entry with this formula, charge and spin: 6.831 eV
- Spin multiplicity: 1
- HOMO: -0.547 Ha

Last column: Löwdin charge in e.
Positions of all 14 atoms, in Å:
1 H -1.233 1.657 1.340  0.1207
2 H 0.655 0.254 -2.519  0.0991
3 H -1.671 1.116 -0.334  0.1358
4 H -0.020 -1.171 -1.834  0.0795
5 N -0.006 0.105 0.709  -0.2078
6 C -1.146 -0.609 1.109  0.0154
7 C -1.224 0.862 0.624  0.0148
8 H 1.736 -1.062 -2.019  0.0934
9 C 0.832 -0.531 -1.803  0.0400
10 H -1.561 -1.276 0.346  0.1374
11 H 2.295 1.263 1.815  0.3227
12 C 0.982 -0.075 -0.361  -0.0999
13 C 1.410 0.372 0.800  0.1199
14 H -1.049 -0.905 2.128  0.1289



[3]
This record from OMol25 describes a cluster of 2 separate species, C4H11N2O in total in a non-equilibrium geometry. The level of theory is ωB97M-V/def2-TZVPD.

Summary:
- Total charge: +1
- ΔE to the lowest compared entry with this formula, charge and spin: 4.180 eV
- Spin multiplicity: 1
- HOMO (spin up / spin down): -0.447 / -0.447 Ha

Last column: Löwdin charge in e.
Positions of all 18 atoms, in Å:
1 H 3.728 1.780 -0.353  0.0816
2 H 2.253 -0.226 -0.154  0.0476
3 C -2.457 -0.174 0.316  -0.0998
4 H -3.835 1.356 -0.286  0.1773
5 N 1.655 -1.003 0.030  0.1474
6 N 3.855 0.793 0.068  -0.0141
7 H 4.879 0.763 -0.049  0.0432
8 H -0.323 -1.748 0.206  0.1662
9 H -2.080 -0.957 0.968  0.1473
10 C -3.805 0.190 0.040  -0.0056
11 C -0.208 0.288 -0.473  -0.0696
12 C 0.414 -0.909 -0.122  -0.1674
13 H -4.531 -0.079 0.787  0.0917
14 O -1.563 0.466 -0.338  0.0375
15 H 0.337 0.990 -1.021  0.1094
16 H 1.996 -1.901 0.296  0.1342
17 H -3.941 -0.349 -0.964  0.1461
18 H 3.625 0.721 1.050  0.0270



[4]
This record from OMol25 describes a structure of composition C43H44Br2ClN6O3P2SSm in a non-equilibrium geometry. The level of theory is ωB97M-V/def2-TZVPD.

Summary:
- Total charge: +2
- ⟨S²⟩: 8.760
- ΔE to the lowest compared entry with this formula, charge and spin: 0.000 eV
- Spin multiplicity: 6
- HOMO (spin up / spin down): -0.449 / -0.449 Ha

Last column: Löwdin spin population.
Positions of all 103 atoms, in Å:
1 O 7.264 11.929 13.955  -0.0007
2 H 7.350 3.510 14.040  0.0000
3 H 8.115 7.529 19.475  0.0000
4 C 9.052 9.610 17.843  0.0000
5 N 10.059 15.524 14.020  -0.0084
6 H 6.302 17.608 15.783  0.0000
7 H 14.816 13.070 17.263  0.0000
8 C 7.377 8.294 19.263  -0.0001
9 N 12.807 13.458 11.701  -0.0107
10 H 13.983 15.661 9.463  -0.0001
11 Br 16.744 14.271 9.320  0.0001
12 C 9.800 17.897 13.639  -0.0002
13 N 9.355 6.182 14.063  0.0000
14 N 9.244 13.208 15.180  -0.0149
15 C 8.894 12.128 6.415  -0.0002
16 H 8.650 15.054 8.133  0.0000
17 C 14.481 9.461 13.846  0.0002
18 C 7.187 6.793 13.191  0.0000
19 C 6.766 9.421 17.013  0.0001
20 C 8.532 7.068 13.471  0.0000
21 C 8.063 15.188 10.713  -0.0006
22 C 7.732 9.113 18.025  -0.0003
23 C 8.796 13.491 6.637  0.0000
24 Cl 6.247 7.993 12.387  0.0000
25 C 9.415 10.374 16.763  -0.0001
26 C 8.962 13.081 9.025  -0.0009
27 C 6.569 15.558 16.342  -0.0001
28 C 8.113 16.753 14.955  -0.0001
29 H 14.931 13.169 15.553  0.0000
30 N 12.401 11.112 13.142  -0.0063
31 C 8.440 10.717 15.843  0.0001
32 H 12.134 14.945 17.615  0.0000
33 H 8.715 11.742 5.398  0.0000
34 C 8.843 13.984 7.926  -0.0003
35 C 13.970 14.756 10.088  -0.0004
36 H 12.697 13.438 18.295  0.0000
37 H 8.600 8.983 10.268  0.0000
38 H 9.458 10.209 7.172  0.0000
39 C 8.488 14.354 15.383  -0.0007
40 C 7.294 12.645 11.020  -0.0004
41 C 9.276 11.700 8.774  -0.0003
42 C 7.589 4.548 13.986  0.0000
43 P 8.894 13.537 10.792  -0.0045
44 H 5.641 5.236 13.400  0.0000
45 H 8.558 14.154 5.817  0.0000
46 C 8.623 17.956 14.370  0.0001
47 H 10.467 10.734 16.700  0.0000
48 H 9.753 8.639 8.825  0.0000
49 H 6.983 13.439 16.684  0.0000
50 H 11.251 13.441 17.181  0.0001
51 C 15.072 13.923 10.219  0.0005
52 H 15.694 11.974 10.948  0.0000
53 H 9.804 9.425 18.615  0.0000
54 O 9.728 11.390 13.605  -0.0104
55 H 8.726 15.999 10.380  0.0000
56 C 6.686 5.493 13.512  0.0000
57 C 13.605 11.350 12.600  0.0001
58 C 6.925 16.723 15.679  -0.0003
59 S 8.611 11.869 14.534  -0.0008
60 C 14.924 12.698 10.907  -0.0003
61 H 11.467 16.727 13.035  0.0000
62 H 7.175 15.164 10.047  -0.0001
63 C 7.321 14.372 16.215  -0.0008
64 H 5.746 9.035 17.104  0.0000
65 C 8.899 15.587 14.760  0.0003
66 H 8.935 8.016 13.245  0.0000
67 C 7.113 10.278 15.993  -0.0002
68 H 11.984 15.211 10.840  0.0000
69 Br 15.915 8.654 14.779  0.0000
70 C 9.210 11.231 7.407  0.0000
71 P 10.200 10.725 9.989  -0.0001
72 H 12.525 10.056 9.567  0.0000
73 C 10.506 16.706 13.504  -0.0003
74 H 10.330 8.372 10.475  0.0000
75 C 9.645 9.002 9.879  0.0000
76 H 12.940 8.265 14.849  0.0000
77 C 8.913 4.956 14.271  0.0000
78 H 12.231 11.659 8.870  0.0000
79 C 12.253 13.859 17.387  0.0001
80 C 14.690 10.525 12.967  -0.0001
81 C 11.771 10.656 9.011  -0.0001
82 C 13.772 12.450 11.678  0.0001
83 O 12.682 13.928 14.997  -0.0066
84 C 12.828 14.498 10.873  -0.0003
85 H 6.410 7.739 19.067  0.0000
86 N 14.308 13.128 16.381  -0.0012
87 H 10.228 18.785 13.177  0.0000
88 Sm 11.066 13.304 13.529  5.0707
89 H 11.628 10.187 8.006  0.0000
90 C 12.141 9.960 13.769  -0.0001
91 H 6.764 13.129 11.853  0.0000
92 C 13.074 13.613 16.188  -0.0005
93 H 6.744 12.650 10.024  -0.0001
94 H 9.608 4.326 14.827  0.0000
95 C 13.162 9.107 14.193  -0.0001
96 H 7.353 8.896 20.148  0.0000
97 H 7.496 11.626 11.351  0.0000
98 H 8.089 18.886 14.567  0.0000
99 H 7.628 15.495 11.650  0.0000
100 H 5.618 15.434 16.892  0.0000
101 H 11.082 9.727 13.852  0.0000
102 H 6.339 10.594 15.302  0.0000
103 H 15.724 10.740 12.632  0.0000



[5]
This record from OMol25 describes an isolated molecule of C23H29ClN6O. The level of theory is ωB97M-V/def2-TZVPD.

Summary:
- Total charge: 0
- Structure (SMILES): CCCn1ncc(CN2CCC(n3nccc3NC(=O)c3ccccc3Cl)CC2)c1C
- ΔE to the lowest compared entry with this formula, charge and spin: 0.783 eV
- Spin multiplicity: 1
- HOMO: -0.304 Ha

Last column: Löwdin charge in e.
Positions of all 60 atoms, in Å:
1 H -2.586 -0.979 5.425  0.0791
2 N 2.222 -1.824 -1.855  0.0806
3 H -1.492 -4.227 7.440  0.1121
4 H -3.540 -1.772 4.169  0.0810
5 C -2.462 -3.835 7.128  -0.2364
6 C 1.972 0.204 -2.694  -0.2356
7 H -2.058 5.771 -2.027  0.1069
8 H -2.672 -5.278 5.537  0.1271
9 H -1.580 3.353 -1.818  0.1209
10 C -0.532 6.089 -3.497  -0.0719
11 H -1.169 0.927 0.798  0.1230
12 H 1.033 6.090 -4.962  0.1042
13 C -2.553 -1.380 4.411  -0.0047
14 H 1.766 0.060 0.744  0.1212
15 H -0.441 -0.155 -1.362  0.1302
16 C 0.014 3.366 -3.222  -0.1493
17 H -2.315 -0.579 3.718  0.0712
18 H 3.669 0.073 -4.093  0.0944
19 C 0.084 -1.902 -0.220  -0.1208
20 N 1.502 -0.707 -1.810  -0.0428
21 N -1.630 -3.674 4.821  -0.1324
22 H -3.640 -3.800 5.310  0.1212
23 H -1.247 -2.656 1.312  0.1198
24 H 0.519 -0.452 3.540  0.1283
25 C 0.465 5.504 -4.256  -0.1042
26 C 0.288 -1.272 2.849  -0.1488
27 H -2.436 -2.749 7.238  0.1015
28 H 0.002 1.201 2.101  0.1186
29 C -3.563 -4.415 8.004  -0.1131
30 H 1.236 -1.610 2.402  0.1177
31 H 3.861 -2.418 -2.983  0.0972
32 H 0.974 -2.339 0.232  0.1045
33 C -1.012 -1.703 0.835  -0.1675
34 C -1.518 -2.436 4.285  -0.2227
35 C -2.679 -4.191 5.654  -0.1515
36 H 1.054 1.412 -0.151  0.1090
37 H -3.588 -5.498 7.917  0.0724
38 N 1.490 1.506 -2.862  0.1446
39 C 0.737 4.152 -4.117  -0.5808
40 H -0.265 -2.587 -0.993  0.1210
41 N -0.571 -4.434 4.545  0.0752
42 C 0.437 -0.555 -0.840  -0.2637
43 H 2.204 2.171 -3.131  0.0958
44 H -3.395 -4.158 9.047  0.0695
45 C -0.281 0.518 1.295  -0.1838
46 O -0.757 1.147 -2.926  0.0863
47 H -0.736 7.143 -3.607  0.1079
48 C 0.197 1.892 -3.018  -0.4399
49 Cl 1.968 3.469 -5.137  0.7310
50 C 3.058 -0.367 -3.332  -0.0096
51 C 3.157 -1.640 -2.766  -0.1467
52 C -0.306 -2.409 3.613  -0.1803
53 C 0.233 -3.689 3.812  -0.1070
54 C 0.853 0.422 0.265  -0.1049
55 H -4.535 -4.024 7.707  0.0713
56 C -1.271 5.321 -2.612  -0.0669
57 H 1.163 -4.084 3.454  0.1050
58 N -0.660 -0.752 1.873  -0.1779
59 H -1.918 -1.329 0.346  0.1258
60 C -1.003 3.972 -2.488  -0.0122



[6]
This record from OMol25 describes an isolated molecule of C4H7N3 in a non-equilibrium geometry. The level of theory is ωB97M-V/def2-TZVPD.

Summary:
- Total charge: 0
- Structure (SMILES): C=NC(N=C)N=C
- ΔE to the lowest compared entry with this formula, charge and spin: 3.175 eV
- Spin multiplicity: 1
- HOMO: -0.352 Ha

Last column: Löwdin charge in e.
Positions of all 14 atoms, in Å:
1 H 2.473 1.384 -0.994  0.1009
2 H 0.365 -2.549 -0.844  0.0493
3 N 0.679 1.237 -0.069  0.0460
4 H -3.090 1.443 -0.124  0.0587
5 N -0.335 -0.854 -0.229  0.0081
6 H 1.929 -0.319 -0.108  0.0474
7 C 0.274 -1.906 -0.050  -0.0630
8 H 0.820 -2.203 0.888  0.1047
9 H -1.608 0.880 -1.102  0.0710
10 N -1.423 0.842 0.974  0.0311
11 C -0.172 0.255 0.680  -0.4986
12 C 1.775 0.693 -0.415  -0.0421
13 H 0.392 0.016 1.521  0.1050
14 C -2.080 1.080 -0.127  -0.0185